# 1
80
Properties=species:S:1:pos:R:3:forces:R:3:lowdin_charge:R:1 method="wB97M-V/def2-TZVPD" smiles=COC[C@H](C)N.COC[C@H](C)N.COC[C@H](C)N.COC[C@H](C)N.O.O.O.O relative_energy_kcal_mol=0.36 homo_energy_ev=-8.83 mol_weight_g_mol=428.612
H -4.5550 8.6934 29.1416 0.023 -0.181 0.053 0.087
O -2.3044 7.9749 26.9581 -0.104 0.041 -0.246 -0.071
C 2.3346 8.9370 29.9964 -0.294 -0.325 0.054 -0.117
H -1.8358 6.5153 30.2943 -0.082 -0.009 0.078 0.088
H -2.5472 8.8253 27.3556 0.010 -0.087 0.078 0.015
C -1.2825 11.6076 26.9664 0.242 -0.513 0.265 -0.048
H -5.4270 10.9074 25.4337 0.016 -0.051 -0.021 0.057
C -2.5629 12.2714 27.4339 0.088 0.171 -0.305 -0.442
H -1.9354 6.1179 27.4292 -0.153 -0.108 0.140 -0.021
O -4.7399 10.2412 25.5389 -0.055 0.091 0.281 -0.050
H 1.3523 8.6127 30.3761 0.083 0.257 -0.029 0.071
H -5.8441 6.2979 24.8817 0.068 -0.107 -0.055 0.081
H -2.2838 8.1488 25.9989 0.066 0.090 0.136 0.031
C 1.7224 7.5985 27.4737 -0.137 -1.005 0.050 -0.464
H -1.4468 10.6278 26.5146 -0.114 0.161 -0.188 0.058
H 2.7807 9.6300 30.7044 0.075 -0.054 0.085 0.090
H -6.8646 8.2709 25.6933 0.062 -0.120 0.032 0.121
O 2.2324 9.6190 28.7734 0.065 0.056 -0.232 -0.187
H -8.2235 5.9478 25.5851 0.079 -0.315 0.058 0.075
H -2.7161 4.9975 28.1199 0.017 -0.006 -0.071 0.028
C 3.1116 7.4650 26.8795 -0.366 -0.115 -1.077 -0.057
H 3.8460 8.0613 27.4132 0.166 -0.163 0.033 0.076
C -0.9240 6.5415 32.7127 -0.545 0.008 0.117 -0.226
H -9.3696 9.9391 27.5146 -0.082 -0.171 -0.194 0.088
O -1.3170 7.6657 31.9555 0.108 0.086 0.291 -0.180
H 1.6725 6.9940 28.3946 0.095 0.241 0.073 0.124
H 0.7463 6.0818 26.4613 0.147 0.031 0.041 0.078
C -5.5823 6.0094 25.9026 -0.244 0.085 0.251 -0.056
H -7.6998 10.4013 27.3561 0.144 -0.296 -0.144 0.082
H -0.7412 12.2392 26.2628 -0.062 -0.041 -0.133 0.084
O -1.8547 5.2012 27.7430 0.050 0.133 -0.010 -0.074
H -0.6255 11.4310 27.8232 0.030 0.201 0.000 0.084
C -6.7092 6.4313 26.8307 -0.318 -0.230 0.226 -0.443
H -0.2498 7.2945 30.2141 -0.062 -0.205 0.154 0.072
H 3.0387 7.7801 25.8290 0.124 0.485 0.250 0.081
H 2.9417 8.0267 29.9159 0.141 0.150 0.046 0.087
H -1.7839 14.1147 27.0422 0.204 -0.166 0.092 0.073
C -3.1175 11.5831 28.6630 0.129 0.656 0.649 -0.204
O -3.5442 10.2658 28.3838 -0.082 0.168 -0.629 -0.236
N 0.7219 7.0929 26.5288 -0.213 0.194 -0.157 0.054
H -8.5783 9.8127 25.9068 0.000 0.028 0.082 0.090
H 1.4857 9.6692 26.9403 -0.412 -0.075 -0.156 0.136
H -3.3009 12.2502 26.6192 -0.033 -0.129 0.099 0.127
C -4.2011 9.6623 29.4738 -0.011 0.051 0.516 -0.086
C -1.2782 7.4102 30.5876 0.227 0.089 -0.878 -0.119
H 3.4064 6.4206 26.7448 0.131 -0.005 0.625 0.076
H -3.5114 9.5579 30.3170 -0.036 -0.161 0.000 0.088
H -6.0924 8.4468 27.2774 0.193 0.030 -0.075 0.104
H 0.3441 9.0350 28.2203 -0.083 0.171 -0.303 0.112
H -2.3312 11.6122 29.4348 -0.030 -0.322 -0.116 0.139
C 1.3649 9.0252 27.8098 0.443 0.200 0.739 -0.199
H -1.6140 7.2920 34.6224 -0.106 -0.110 -0.198 0.138
H -4.6449 6.5026 26.1625 0.066 -0.088 -0.002 0.065
H -3.0498 14.2133 28.0047 -0.053 -0.308 0.150 0.074
N -0.2067 5.7676 34.8768 0.254 0.463 -0.357 0.024
H -3.2106 9.7229 24.3688 0.132 -0.075 0.173 0.017
N -7.9304 5.6575 26.5230 -0.065 0.974 -0.099 0.041
H -0.0195 6.0239 35.8425 -0.259 0.019 -0.011 0.063
H -6.4712 6.1990 27.8753 0.141 -0.105 -0.096 0.138
O -2.3382 9.2940 24.3767 -0.230 0.075 -0.060 -0.057
C 0.3158 8.1287 34.2047 -0.192 0.399 -0.040 -0.066
H -5.4863 4.9276 25.9580 0.215 -0.015 -0.093 0.081
H 0.7272 5.5581 34.5170 -0.228 -0.144 -0.041 0.069
H -0.1426 9.0908 33.9592 -0.044 -0.160 -0.197 0.075
H 1.1401 7.9734 33.5022 0.037 -0.056 0.103 0.077
H -0.0004 6.0924 32.3166 -0.029 0.079 -0.065 0.132
H -3.9406 12.1722 29.1024 -0.120 -0.163 -0.278 0.130
N -2.2269 13.6420 27.8241 -0.194 0.522 -0.080 0.034
C -8.4499 9.6794 26.9887 -0.042 0.081 0.337 -0.114
H -4.5469 10.2230 26.4952 0.095 -0.014 -0.260 0.027
C -0.6883 6.9722 34.1380 0.836 -0.184 0.912 -0.425
H -0.2148 7.3242 26.8514 0.140 0.053 -0.022 0.024
H 0.7190 8.2552 35.2118 0.033 -0.222 0.003 0.071
H -5.0517 10.2575 29.8281 0.004 0.041 -0.211 0.097
C -6.8996 7.9354 26.7424 -0.180 0.447 -0.239 -0.226
H -1.9121 9.5255 23.5472 0.063 -0.086 0.033 0.053
O -8.1369 8.3392 27.3013 -0.029 0.144 0.120 -0.192
H -8.6543 6.0786 27.1107 0.030 -0.358 -0.065 0.066
H -1.6818 8.2745 30.0595 -0.141 -0.014 0.072 0.072
H -1.7216 5.7882 32.6856 0.162 -0.110 -0.063 0.132



# 2
83
Properties=species:S:1:pos:R:3:forces:R:3:mulliken_spin:R:1 method="wB97M-V/def2-TZVPD" multiplicity=2 relative_energy_kcal_mol=14.09 homo_energy_ev="-10.29 / -10.21" mol_weight_g_mol=906.578 charge=+1
H -3.1885 1.6922 1.4496 -0.038 -0.001 -0.041 -0.001
C 1.6060 -3.3850 -3.6145 0.020 -0.007 -0.002 0.000
O 1.0195 0.6828 -0.5926 -0.498 0.654 -0.221 0.004
H -0.1959 5.5837 -0.6133 -0.002 -0.003 0.000 0.003
C 3.3631 0.7067 3.9174 0.001 0.018 0.028 0.000
H 4.5377 -0.2512 -3.9098 0.001 0.004 -0.006 0.000
H 4.1650 -2.0511 0.6822 -0.005 0.005 -0.002 0.000
N -2.6221 0.8458 1.4221 0.015 0.113 -0.002 -0.012
C 5.3727 -1.5681 -2.4374 0.005 0.005 -0.008 0.000
H 1.1687 -4.1267 -1.6567 -0.010 0.002 -0.002 0.000
C -0.5189 -4.6031 0.6724 0.022 -0.016 0.015 0.001
H 5.9951 -2.7866 -0.7817 0.000 -0.002 0.000 0.000
C -0.3927 5.9674 0.3781 -0.004 -0.038 -0.010 0.001
H 6.1829 -1.8933 -3.0765 0.003 0.002 -0.002 0.000
C -3.5364 -0.5750 -2.5718 0.059 0.042 0.057 -0.005
C 4.2326 -1.6605 -0.3276 0.025 -0.003 0.025 0.000
H -0.3698 -0.2217 -2.5816 -0.048 -0.039 -0.053 -0.001
Ru -0.9177 1.0908 0.2982 -0.313 -0.112 -0.218 0.973
O -0.8825 2.6860 1.8158 -0.155 -0.375 0.304 0.060
H -1.7257 1.2418 3.1312 0.007 -0.027 0.003 0.000
H 0.5511 -4.5771 0.8426 -0.005 0.007 -0.004 0.000
H -3.0874 -2.6892 -0.4582 -0.018 0.035 -0.021 0.002
C 2.4717 0.6612 1.6876 0.046 -0.145 0.057 0.008
H -2.9931 0.2015 3.2938 0.004 0.008 0.023 -0.001
C 3.2375 2.0916 3.9274 -0.002 0.011 -0.016 0.001
H -6.6078 -0.7733 -0.3602 0.020 0.003 0.006 0.000
N -2.1833 0.4295 2.7240 -0.013 0.004 0.010 0.002
C 0.7047 -1.2160 -4.1583 0.003 -0.022 0.001 0.000
H 1.8593 -2.4150 -5.5080 -0.004 -0.002 -0.006 0.000
H -0.6878 8.8486 2.1108 -0.001 0.002 -0.003 0.000
C 1.0456 -1.7035 0.7765 0.049 0.074 -0.004 0.012
H 2.6321 3.8379 2.8360 -0.001 0.007 0.005 0.000
H 0.6257 -1.5520 1.7773 0.049 0.005 -0.040 0.004
C -5.7152 -0.7089 -0.9738 -0.028 0.061 0.037 0.003
C 2.7342 2.7610 2.8218 0.010 -0.011 0.030 0.000
P -0.3503 -2.0066 -0.3445 0.214 -0.078 -0.045 -0.002
C 0.1561 -1.1182 -2.8885 -0.020 0.049 -0.034 -0.002
H -5.0889 1.1655 -0.1433 -0.001 0.041 0.059 -0.001
H 0.5750 -0.4046 -4.8623 -0.005 0.004 -0.007 0.000
H -4.3400 -4.7312 0.1075 0.004 -0.004 0.003 0.000
C 4.4499 -0.6459 -2.9066 0.000 -0.006 0.008 0.000
C 3.3004 -0.7386 -0.8016 -0.041 -0.026 0.070 -0.001
Se -2.4221 1.8642 -1.4597 -0.016 -0.135 -0.036 -0.081
O -1.3214 -0.8454 -0.2624 -0.209 0.214 0.166 -0.009
H -0.7104 -6.6054 1.4051 -0.002 0.000 0.001 0.000
C 0.3202 -2.1688 -1.9907 0.033 -0.063 0.039 0.005
C -2.6007 -5.7953 0.7900 -0.001 0.006 -0.007 0.000
C 5.2678 -2.0744 -1.1472 0.001 -0.010 0.007 0.000
N -5.5288 -1.6945 -1.8442 -0.008 -0.038 -0.020 -0.006
C 2.3530 2.0491 1.6947 0.027 0.020 -0.034 -0.010
C -0.6373 5.0410 1.3944 -0.018 0.012 0.011 -0.004
C -0.6102 3.6057 0.9972 0.526 0.241 -0.088 -0.019
C -1.1901 -3.5011 0.1472 0.128 0.007 0.012 0.000
C -0.8982 5.5251 2.6809 0.016 -0.030 -0.055 0.001
H -3.1637 0.0922 1.0063 -0.022 -0.008 -0.027 0.002
C -0.6705 7.7869 1.9029 0.012 0.027 -0.021 -0.001
H -3.1509 -6.6920 1.0420 0.000 -0.002 0.000 0.000
C -3.2706 -4.6969 0.2679 -0.010 -0.042 0.019 0.000
H 2.1711 -4.2622 -3.8988 0.000 -0.001 -0.003 0.000
C 3.4095 -0.2266 -2.0902 -0.032 0.018 -0.014 0.001
C -2.5682 -3.5478 -0.0530 -0.041 0.023 -0.031 0.001
H 3.7545 0.1909 4.7837 0.001 -0.001 0.002 0.000
H 1.9559 2.5601 0.8257 -0.008 -0.001 0.001 -0.001
H 1.7239 -2.5589 0.7952 0.003 0.004 0.009 0.002
H 3.5330 2.6496 4.8060 -0.003 0.002 0.002 0.000
O -0.2797 3.2644 -0.1661 -0.184 0.073 -0.063 0.071
H -1.1182 7.2447 3.9295 -0.001 -0.003 0.002 0.000
C 1.4282 -2.3444 -4.5179 -0.003 0.019 0.000 0.000
C 2.9763 -0.0120 2.8007 -0.016 0.005 -0.002 0.000
C -1.2278 -5.7495 0.9933 -0.012 -0.008 0.006 0.000
H 3.0618 -1.0932 2.8073 -0.005 0.007 -0.010 0.000
P 1.9349 -0.1916 0.2148 0.398 -0.459 0.275 -0.005
H -4.3478 -2.3929 -3.3730 0.007 0.007 -0.001 0.000
H -2.6967 -0.5613 -3.2506 0.070 -0.014 -0.013 -0.001
H 2.6779 0.4876 -2.4453 0.018 -0.003 0.006 0.000
H -0.2158 8.0226 -0.1830 0.000 0.003 0.003 0.000
C 1.0476 -3.3022 -2.3507 -0.019 -0.031 -0.029 0.001
C -0.9142 6.8906 2.9291 0.007 -0.052 0.006 0.001
Br -1.2328 4.4258 4.1927 0.008 0.000 -0.010 0.001
C -0.4060 7.3262 0.6220 0.002 0.043 -0.013 0.001
C -4.8492 0.3700 -0.8353 0.109 -0.012 -0.050 -0.005
C -4.4670 -1.5997 -2.6423 0.012 -0.054 -0.032 0.002
C -3.6996 0.4279 -1.6216 -0.110 -0.002 -0.002 0.003



# 3
14
Properties=species:S:1:pos:R:3:forces:R:3:lowdin_charge:R:1 method="wB97M-V/def2-TZVPD" smiles=CCC.S relative_energy_kcal_mol=10.12 homo_energy_ev=-9.70 mol_weight_g_mol=78.180
H -2.2933 -2.1274 1.0190 0.247 0.003 0.084 -0.212
C 0.9481 0.4311 0.7493 1.003 -1.180 0.091 -0.158
H 0.2024 0.5980 1.5247 -0.337 0.496 -0.351 0.069
H -1.2390 0.1440 -0.4452 -0.472 0.365 -0.218 0.050
S -1.2434 -2.5170 1.7686 -0.193 -0.066 -0.019 0.496
H -0.4124 -1.5965 1.2588 -0.244 -0.110 0.007 -0.284
H 1.5050 0.4358 -1.2724 0.250 0.545 -0.043 0.095
H -0.4823 -0.2491 -1.9969 0.048 -0.234 0.409 0.068
C -0.6216 0.5402 -1.2481 0.992 0.016 -0.688 -0.108
H 0.9543 2.0391 -0.6771 -0.207 -0.093 -0.315 0.095
H -1.0525 1.3201 -1.8738 -0.490 0.251 0.595 0.063
H 1.9182 0.6805 1.1841 -0.008 0.504 -0.092 0.069
C 0.7583 0.9647 -0.6764 -0.377 -0.635 0.638 -0.289
H 1.0581 -0.6636 0.6853 -0.213 0.138 -0.096 0.044



Number 1: DFT total energy -1461.69067 Ha. Number 2: DFT total energy -7648.52927 Ha. Number 3: DFT total energy -518.45568 Ha.